Version P
DFT (ωB97M-V/def2-TZVPD) results for the ion C6H12NO2 with charge +1.

Summary:
HOMO level   -14.89 eV
Molecular weight   130.2 g mol⁻¹
Net charge   +1
SMILES   CC1(C)CCC(O)=[N+]1O
Gap between HOMO and LUMO   11.79 eV

Structure (XYZ):
```
21
C6H12NO2 (ωB97M-V/def2-TZVPD)
C 1.131 1.045 -1.047
C 0.316 0.293 -0.003
C 0.840 0.551 1.407
C 0.168 -1.207 -0.323
C -1.297 -1.549 -0.006
C -1.968 -0.222 -0.026
O -3.241 0.025 0.000
N -1.094 0.734 -0.058
O -1.437 2.043 0.034
H 1.303 2.080 -0.755
H 0.648 1.017 -2.022
H 2.105 0.574 -1.143
H 0.737 1.600 1.673
H 1.894 0.292 1.457
H 0.302 -0.044 2.141
H 0.864 -1.804 0.261
H 0.375 -1.385 -1.378
H -1.407 -1.997 0.986
H -1.736 -2.241 -0.726
H -3.812 -0.758 0.020
H -0.832 2.574 -0.512
```

***

Version Q
DFT (ωB97M-V/def2-TZVPD) results for the ion C6H12NO2 with charge +1.

Summary:
HOMO level (spin up / spin down)   -13.77 / -13.77 eV
Molecular weight   130.2 g mol⁻¹
Net charge   +1
SMILES   CC1(C)CCC(O)=[N+]1O
Gap between HOMO and LUMO (spin up / spin down)   8.79 / 8.79 eV

Structure (XYZ):
```
21
C6H12NO2 (ωB97M-V/def2-TZVPD)
C 0.391 0.415 -1.695
C -0.057 -0.468 -0.530
C -0.167 -1.929 -0.970
C -1.369 0.028 0.109
C -1.034 1.163 1.102
C 0.356 1.017 1.466
O 1.138 1.500 2.316
N 0.892 -0.437 0.576
O 2.203 -0.459 0.273
H -0.263 0.264 -2.546
H 1.402 0.156 -1.992
H 0.374 1.465 -1.419
H 0.775 -2.262 -1.396
H -0.941 -2.024 -1.725
H -0.417 -2.568 -0.127
H -1.841 -0.794 0.647
H -2.057 0.368 -0.662
H -1.700 1.156 1.974
H -1.166 2.149 0.634
H 0.796 2.150 2.966
H 2.686 -0.889 1.000
```

***

Most stable: version P

***

Version P
DFT (ωB97M-V/def2-TZVPD) results for a cluster of 2 separate species, NO5S in total.

Summary:
HOMO level (spin up / spin down)   -3.14 / -4.78 eV
Molecular weight   126.1 g mol⁻¹
Net charge   -1
Gap between HOMO and LUMO (spin up / spin down)   4.22 / 7.09 eV

Structure (XYZ):
```
7
NO5S (ωB97M-V/def2-TZVPD)
N -2.690 -0.065 0.216
O 2.226 -1.492 0.259
O -1.530 -0.378 -0.008
O -3.148 1.046 -0.031
O 1.847 0.299 -1.395
O 1.661 0.779 1.003
S 1.633 -0.189 -0.044
```

***

Version Q
DFT (ωB97M-V/def2-TZVPD) results for a cluster of 2 separate species, NO5S in total.

Summary:
HOMO level (spin up / spin down)   -3.75 / -3.75 eV
Molecular weight   126.1 g mol⁻¹
Net charge   -1
Gap between HOMO and LUMO (spin up / spin down)   6.85 / 6.85 eV

Structure (XYZ):
```
7
NO5S (ωB97M-V/def2-TZVPD)
N -1.010 -1.367 1.430
O -1.406 -0.755 2.397
O 2.054 0.846 -1.385
O -0.139 -0.963 0.535
O -0.247 -0.066 -1.877
O 0.096 1.637 -0.103
S 0.652 0.668 -0.997
```

***

Most stable: version Q

***

Version P
DFT (ωB97M-V/def2-TZVPD) results for the ion C5H9N4 with charge +1.

Summary:
HOMO level (spin up / spin down)   -8.89 / -14.35 eV
Spin multiplicity   3
Molecular weight   125.2 g mol⁻¹
Net charge   +1
Gap between HOMO and LUMO (spin up / spin down)   5.74 / 6.86 eV

Structure (XYZ):
```
18
C5H9N4 (ωB97M-V/def2-TZVPD)
C -0.861 0.392 -0.221
C 0.514 0.015 -0.347
C -1.006 1.524 -1.115
C 0.342 -1.696 2.427
C 1.385 -0.999 0.272
N 0.140 1.697 -1.818
N 0.974 0.810 -1.327
N -1.982 2.412 -1.314
N 0.497 -1.830 1.171
H -0.326 -2.282 2.994
H 1.009 -1.093 3.036
H 1.831 -1.542 -0.497
H 2.088 -0.595 0.907
H 1.917 0.621 -1.716
H -2.951 2.240 -1.222
H -1.761 2.882 -2.090
H -0.028 -2.403 0.611
H -1.782 -0.155 0.248
```

***

Version Q
DFT (ωB97M-V/def2-TZVPD) results for a cluster of 2 separate species, C5H9N4 in total.

Summary:
HOMO level (spin up / spin down)   -11.62 / -13.26 eV
Spin multiplicity   3
Molecular weight   125.2 g mol⁻¹
Net charge   +1
Gap between HOMO and LUMO (spin up / spin down)   8.19 / 7.39 eV

Structure (XYZ):
```
18
C5H9N4 (ωB97M-V/def2-TZVPD)
C -1.835 -1.971 -0.872
C -0.694 -2.716 -0.622
C -1.496 -0.651 -0.624
C 0.541 0.473 0.136
C 0.257 1.683 0.904
N 0.270 -1.872 -0.243
N -0.210 -0.614 -0.234
N 0.603 2.934 0.424
N 1.225 0.606 1.332
H -2.791 -2.338 -1.182
H -0.534 -3.775 -0.694
H -2.098 0.234 -0.689
H 1.877 1.021 -1.490
H -0.615 1.697 1.553
H 1.382 2.952 -0.222
H 0.670 3.659 1.125
H 1.224 -2.077 0.029
H 2.222 0.756 1.368
```

***

Most stable: version P

***

Version P
DFT (ωB97M-V/def2-TZVPD) results for a cluster of 2 separate species, H5NP4 in total.

Summary:
HOMO level   -8.84 eV
Molecular weight   142.9 g mol⁻¹
SMILES   P[PH]#[PH2].N#P
Gap between HOMO and LUMO   8.80 eV

Structure (XYZ):
```
10
H5NP4 (ωB97M-V/def2-TZVPD)
P 0.106 -1.290 -0.444
P -0.970 0.022 0.975
P -1.417 1.761 -0.393
H -0.790 -2.310 -0.934
H 0.560 -1.895 0.656
H 0.403 0.323 1.072
H -1.957 0.928 -1.388
H -2.461 2.407 0.319
N 3.703 -0.123 0.628
P 2.822 0.179 -0.490
```

***

Version Q
DFT (ωB97M-V/def2-TZVPD) results for a structure of composition H5NP4.

Summary:
HOMO level   -8.45 eV
Molecular weight   142.9 g mol⁻¹
Gap between HOMO and LUMO   7.56 eV

Structure (XYZ):
```
10
H5NP4 (ωB97M-V/def2-TZVPD)
N -0.342 -0.335 0.688
P -1.104 -0.483 -0.692
P -2.963 0.587 -0.181
P 2.081 0.241 -0.874
P 1.291 -0.990 0.743
H -1.968 1.583 0.142
H -2.810 0.313 1.181
H 1.273 -0.187 -1.858
H 3.099 -0.589 -1.051
H 1.444 -0.141 1.903
```

***

Most stable: version Q

***

Version P
DFT (ωB97M-V/def2-TZVPD) results for an isolated molecule of C4H6IN3.

Summary:
HOMO level   -8.93 eV
Molecular weight   223.0 g mol⁻¹
SMILES   ICNn1ccnc1
Gap between HOMO and LUMO   9.20 eV

Structure (XYZ):
```
14
C4H6IN3 (ωB97M-V/def2-TZVPD)
I 1.925 2.386 0.545
C 0.156 1.398 1.268
N 0.167 -0.177 1.148
N 0.179 -0.628 -0.194
C -0.905 -0.719 -1.026
C -0.442 -1.171 -2.218
N 0.951 -1.179 -2.205
C 1.248 -0.847 -0.987
H -0.038 1.494 2.294
H -0.602 1.917 0.661
H 0.681 -0.723 1.791
H -1.823 -0.496 -0.523
H -0.872 -1.451 -3.169
H 2.224 -0.708 -0.546
```

***

Version Q
DFT (ωB97M-V/def2-TZVPD) results for a cluster of 2 separate species, C4H6IN3 in total.

Summary:
HOMO level   -8.62 eV
Molecular weight   223.0 g mol⁻¹
Gap between HOMO and LUMO   7.75 eV

Structure (XYZ):
```
14
C4H6IN3 (ωB97M-V/def2-TZVPD)
C -0.520 1.742 1.359
C -1.850 0.603 0.226
C 1.682 -1.472 -0.066
C 0.940 -1.008 -1.234
N -1.602 0.943 1.465
N -0.096 1.903 0.129
N -0.950 1.177 -0.596
I 0.481 -2.470 -2.641
H -0.049 2.207 2.201
H 2.268 -0.642 0.338
H 2.285 -2.378 -0.145
H 0.884 -1.658 0.667
H -2.646 -0.031 -0.109
H -0.827 1.085 -1.594
```

***

Most stable: version P

***

Version P
DFT (ωB97M-V/def2-TZVPD) results for an isolated molecule of Cl2H2NO3P.

Summary:
HOMO level   -10.78 eV
Molecular weight   165.9 g mol⁻¹
Gap between HOMO and LUMO   7.74 eV

Structure (XYZ):
```
9
Cl2H2NO3P (ωB97M-V/def2-TZVPD)
N 0.325 -0.834 0.338
O -1.401 -0.847 -1.712
O -4.672 1.317 -0.022
O -1.330 -2.756 0.021
P -0.984 -1.432 -0.433
Cl -3.660 0.386 -0.535
Cl -2.509 -0.294 1.257
H 0.827 -0.020 0.068
H 0.577 -1.502 1.027
```

***

Version Q
DFT (ωB97M-V/def2-TZVPD) results for an isolated molecule of Cl2H2NO3P.

Summary:
HOMO level   -10.98 eV
Molecular weight   165.9 g mol⁻¹
Gap between HOMO and LUMO   7.64 eV

Structure (XYZ):
```
9
Cl2H2NO3P (ωB97M-V/def2-TZVPD)
N 1.270 0.120 -0.159
O -0.551 0.796 1.566
O -0.499 -2.426 0.209
O 0.008 2.338 -0.525
P 0.094 1.134 0.312
Cl -1.764 -1.590 0.475
Cl -1.625 -0.015 -1.069
H 1.248 -0.923 0.078
H 1.819 0.566 -0.886
```

***

Most stable: version P

***

Version P
DFT (ωB97M-V/def2-TZVPD) results for a cluster of 2 separate species, H2 in total.

Summary:
HOMO level   -13.17 eV
Molecular weight   2.0 g mol⁻¹
Gap between HOMO and LUMO   15.00 eV

Structure (XYZ):
```
2
H2 (ωB97M-V/def2-TZVPD)
H -0.293 0.318 0.242
H 0.293 -0.318 -0.242
```

***

Version Q
DFT (ωB97M-V/def2-TZVPD) results for a cluster of 2 separate species, H2 in total.

Summary:
HOMO level   -10.42 eV
Molecular weight   2.0 g mol⁻¹
Gap between HOMO and LUMO   8.19 eV

Structure (XYZ):
```
2
H2 (ωB97M-V/def2-TZVPD)
H 0.000 0.000 0.999
H 0.000 0.000 -0.999
```

***

Most stable: version P

***

Version P
DFT (ωB97M-V/def2-TZVPD) results for a cluster of 2 separate species, C2H5N2P in total.

Summary:
HOMO level   -9.35 eV
Molecular weight   88.0 g mol⁻¹
SMILES   C1=NN=PC1.[H][H]
Gap between HOMO and LUMO   8.62 eV

Structure (XYZ):
```
10
C2H5N2P (ωB97M-V/def2-TZVPD)
C -1.628 -0.353 0.374
N -0.906 -1.425 0.332
N 0.392 -1.231 0.210
P 0.920 0.287 0.293
C -0.885 0.937 0.336
H -2.656 -0.464 0.622
H -0.789 1.403 -0.584
H -0.975 1.748 1.053
H 2.925 -0.378 -1.160
H 3.602 -0.525 -1.476
```

***

Version Q
DFT (ωB97M-V/def2-TZVPD) results for an isolated molecule of C2H5N2P.

Summary:
HOMO level (spin up / spin down)   -8.80 / -8.80 eV
Molecular weight   88.0 g mol⁻¹
Gap between HOMO and LUMO (spin up / spin down)   7.82 / 7.81 eV

Structure (XYZ):
```
10
C2H5N2P (ωB97M-V/def2-TZVPD)
C 0.743 0.394 0.697
C -0.229 0.348 -0.425
N 1.484 -0.723 1.193
N -0.281 -1.974 -0.132
P 0.745 -2.112 1.063
H 1.426 1.274 0.544
H 0.151 0.882 1.541
H -1.128 0.739 -0.162
H 0.170 -0.103 -1.294
H -0.985 -2.548 -0.287
```

***

Most stable: version P

***

Version P
DFT (ωB97M-V/def2-TZVPD) results for a structure of composition C6H13NO4.

Summary:
HOMO level (spin up / spin down)   -8.88 / -8.03 eV
Molecular weight   163.2 g mol⁻¹
Gap between HOMO and LUMO (spin up / spin down)   8.40 / 6.14 eV

Structure (XYZ):
```
24
C6H13NO4 (ωB97M-V/def2-TZVPD)
C -1.724 1.780 0.824
C -2.127 0.656 -0.117
C -1.988 0.932 -1.587
C -0.624 -0.481 0.129
C -0.393 -0.919 1.601
C -0.665 -1.727 -0.780
O 0.115 0.417 -0.243
O 2.913 -1.275 0.031
N 3.578 -0.366 -0.363
O 4.798 -0.245 -0.544
O -3.267 -0.055 0.178
H -0.714 2.076 0.494
H -2.398 2.628 0.722
H -1.582 1.463 1.863
H -0.959 1.271 -1.740
H -2.082 0.024 -2.188
H -2.681 1.718 -1.880
H -1.180 -1.489 2.110
H 0.512 -1.542 1.533
H -0.072 -0.091 2.242
H -1.528 -2.395 -0.688
H -0.506 -1.477 -1.834
H 0.251 -2.272 -0.511
H -3.464 -0.033 1.158
```

***

Version Q
DFT (ωB97M-V/def2-TZVPD) results for an isolated molecule of C6H13NO4.

Summary:
HOMO level   -9.39 eV
Molecular weight   163.2 g mol⁻¹
SMILES   CO[C@@H]1[C@@H](N)[C@H](O)[C@@H](O)[C@@H]1O
Gap between HOMO and LUMO   10.19 eV

Structure (XYZ):
```
24
C6H13NO4 (ωB97M-V/def2-TZVPD)
C 1.588 2.344 0.058
O 0.405 1.592 0.369
C -0.228 0.693 -0.545
C -1.469 0.172 0.162
N -2.442 -0.310 -0.843
C -0.987 -0.948 1.093
O -0.581 -0.461 2.338
C 0.388 -1.435 0.381
O 0.124 -2.767 -0.205
C 0.698 -0.506 -0.775
O 2.189 -0.272 -0.873
H 1.531 3.209 0.735
H 2.529 1.812 0.157
H 1.414 2.744 -0.941
H -0.445 1.207 -1.519
H -1.799 1.067 0.748
H -3.263 0.241 -1.009
H -2.856 -1.199 -0.555
H -1.563 -1.818 1.256
H -0.089 0.347 2.103
H 1.244 -1.577 0.995
H 0.810 -3.254 0.218
H 0.450 -1.063 -1.680
H 2.352 0.182 -1.668
```

***

Most stable: version Q

***

Version P
DFT (ωB97M-V/def2-TZVPD) results for a structure of composition C18H16Cl2IrN4PS3.

Summary:
HOMO level   -7.90 eV
Molecular weight   678.7 g mol⁻¹
Gap between HOMO and LUMO   7.04 eV

Structure (XYZ):
```
45
C18H16Cl2IrN4PS3 (ωB97M-V/def2-TZVPD)
Ir -0.470 1.152 -0.225
Cl 0.622 -0.374 1.460
C -0.683 -0.928 2.491
C -0.312 -1.622 3.627
C -1.297 -2.100 4.470
C -2.628 -1.865 4.162
C -2.970 -1.160 3.023
Cl -4.646 -0.895 2.697
C -2.004 -0.661 2.129
S -2.517 0.173 0.685
H 0.735 -1.781 3.848
H -1.032 -2.647 5.363
H -3.415 -2.224 4.812
S -1.631 1.897 -2.275
C -1.316 0.255 -2.615
N -0.623 -0.404 -1.729
C -0.473 -1.744 -2.042
C 0.192 -2.709 -1.293
C 0.249 -4.001 -1.780
C -0.345 -4.336 -2.998
C -1.011 -3.385 -3.750
C -1.073 -2.087 -3.261
S -1.847 -0.690 -3.972
H 0.639 -2.441 -0.346
H 0.757 -4.764 -1.207
H -0.288 -5.355 -3.358
H -1.476 -3.649 -4.690
C 1.963 1.736 -2.921
P 1.626 1.926 -1.146
C 1.936 3.692 -0.849
C 3.067 1.136 -0.360
H 2.935 2.174 -3.147
H 1.188 2.243 -3.495
H 1.964 0.681 -3.195
H 2.960 3.942 -1.129
H 1.776 3.914 0.205
H 1.238 4.294 -1.431
H 3.984 1.570 -0.758
H 3.064 0.061 -0.541
H 3.026 1.311 0.716
N -0.498 2.757 0.990
C -0.512 3.494 1.897
N -0.536 4.412 2.750
C -0.277 4.446 4.032
N -0.041 4.556 5.160
```

***

Version Q
DFT (ωB97M-V/def2-TZVPD) results for a structure of composition C18H16Cl2IrN4PS3.

Summary:
HOMO level   -7.91 eV
Molecular weight   678.7 g mol⁻¹
Gap between HOMO and LUMO   7.94 eV

Structure (XYZ):
```
45
C18H16Cl2IrN4PS3 (ωB97M-V/def2-TZVPD)
Ir 0.551 0.740 0.211
Cl -1.084 2.025 1.565
C -1.446 3.367 0.480
C -2.562 4.118 0.799
C -2.882 5.206 0.008
C -2.078 5.520 -1.077
C -0.970 4.747 -1.367
Cl 0.005 5.193 -2.729
C -0.610 3.625 -0.603
S 0.823 2.708 -1.015
H -3.166 3.847 1.653
H -3.753 5.805 0.233
H -2.304 6.366 -1.710
S 2.212 0.985 1.946
C 1.462 -0.492 2.411
N 0.518 -0.866 1.580
C -0.080 -2.067 1.929
C -1.094 -2.722 1.239
C -1.548 -3.930 1.732
C -1.005 -4.478 2.898
C 0.002 -3.830 3.591
C 0.464 -2.618 3.094
S 1.724 -1.580 3.728
H -1.522 -2.293 0.344
H -2.336 -4.447 1.200
H -1.378 -5.424 3.267
H 0.419 -4.257 4.494
C 3.527 0.662 -1.394
P 1.998 -0.271 -1.154
C 2.521 -1.904 -0.581
C 1.372 -0.533 -2.827
H 4.172 0.142 -2.104
H 4.040 0.780 -0.442
H 3.282 1.650 -1.785
H 3.215 -2.345 -1.297
H 1.650 -2.551 -0.475
H 3.011 -1.814 0.389
H 2.181 -0.903 -3.459
H 1.005 0.417 -3.216
H 0.554 -1.252 -2.834
N -1.052 0.225 -0.953
C -1.619 -0.507 -1.664
N -2.237 -1.267 -2.480
C -2.763 -2.391 -1.999
N -3.220 -3.386 -1.627
```

***

Most stable: version Q